Molecular formula: C35H105N17O14
Method: DFT, wB97M-V/def2-TZVPD

Geometry (Å):
O 1.8227 3.8629 -2.3034
O 1.5819 6.9640 5.5029
O -5.0872 0.2283 4.1429
O -1.5380 4.7264 2.6119
O 0.8201 4.9684 7.3447
O 2.2385 -4.4836 2.8549
O -2.4167 0.5607 -3.1418
O 4.1126 -1.8339 -0.2794
O 4.1005 -1.5049 -4.8854
O -0.0763 0.3553 6.2166
O -1.6850 -1.5837 -6.1982
O 1.0540 -0.3961 -0.1529
O 1.2879 -3.3386 -1.0900
O -2.1503 -2.4375 2.1733
N -3.7465 -3.2382 -6.7234
N -3.5649 2.6705 1.8459
N 0.1517 4.6226 0.1108
N -0.5994 -0.6426 4.1956
N -2.8409 -2.0442 -2.7125
N 4.4922 -2.2787 -7.7273
N 5.8820 -3.2040 -0.3962
N -0.9753 -4.4685 4.5754
N 3.8191 -4.1201 -0.1762
N -1.5854 -1.9184 0.0962
N -0.5091 1.4973 1.8620
N -0.1984 -1.8804 6.0600
N 0.9126 3.0774 6.0782
N 0.3066 5.9715 2.7975
N 0.5873 2.9148 8.3596
N -1.1409 5.9517 4.4761
N -3.5391 -3.1812 0.5991
C 1.6247 1.9906 2.7393
C -3.6318 0.2289 -2.4498
C 0.2845 5.2897 -1.1802
C 3.0709 -3.4596 3.3266
C 0.8715 -4.2150 2.9785
C 4.9092 -2.5592 -5.3219
C 3.1316 3.8593 -2.8029
C 2.8499 6.3607 5.2667
C -0.8445 5.4952 3.2700
C -5.6309 2.9695 3.1430
C 4.3279 -3.1834 -6.5964
C 1.1350 -3.5132 -2.4944
C 4.5758 -2.9886 -0.2175
C 1.4827 0.0561 1.1519
C -4.1960 -0.3631 5.1126
C 0.1253 6.7809 -0.9182
C 4.5920 -0.8826 -3.7282
C 0.2361 -6.5325 3.6914
C 0.9231 1.4774 1.4956
C -3.9121 -0.8972 -7.8142
C 5.0141 -4.5333 -6.7990
C -0.2911 -1.5092 -5.8640
C -3.2727 -2.2880 -7.7421
C -1.6040 1.5312 -2.5320
C 0.7758 3.6951 7.2522
C -2.4329 -2.5095 0.9968
C -4.2892 2.2330 3.0329
C -4.4445 0.7216 2.9588
C -4.0230 -1.1539 -2.9226
C -0.2634 -0.6269 5.5519
C -5.2338 -1.7094 -2.1399
C 0.2517 -5.0661 4.0773
C -1.7690 -2.1565 -7.4520
C 1.8239 0.0359 -1.2164
C 1.6703 5.1817 -1.8052
H -3.4832 0.1232 2.8000
H 4.4427 -5.2231 -6.3082
H -5.0390 0.4029 2.0579
H -5.1306 -1.7209 -1.1075
H -3.7239 2.5113 3.8870
H -3.6184 -1.2276 4.7468
H -4.6433 -3.6315 -6.9256
H 0.3681 -4.4437 2.0424
H 3.4702 7.0918 4.7012
H -4.0879 -3.5950 1.3337
H -3.5118 0.1572 -1.3689
H 0.6446 5.4469 1.9467
H -3.5590 0.3851 5.4829
H -0.8212 -1.5035 3.7448
H 4.9320 -4.8799 -7.8354
H 4.0121 0.0044 -3.5799
H 2.7948 -3.2042 4.3574
H 0.9949 -2.4284 -0.8475
H -3.0496 -2.9825 -3.1196
H -0.3469 6.5577 4.8249
H -1.0998 1.1396 1.0859
H -0.2439 -1.1787 -4.8455
H 4.1491 -1.3534 -7.4195
H 1.1568 2.0457 0.5692
H -3.6186 -3.4087 -0.3804
H 3.3955 6.1331 6.1809
H 6.0881 -4.4749 -6.5837
H -1.9491 -1.6488 -0.8480
H 2.7204 2.0408 2.6223
H -0.7543 6.9499 -0.2886
H 3.8115 3.7910 -2.0032
H 2.8511 -0.3519 -1.1571
H 1.5195 1.3539 3.6174
H 1.1237 -0.5669 1.9570
H 2.6112 0.0494 1.0615
H 1.1849 2.9970 2.9540
H -5.9517 3.0665 4.1720
H 0.1180 7.2907 -1.8539
H 1.0154 7.0827 -0.3329
H -0.7677 2.4593 1.9630
H -1.2786 -1.4974 -8.2425
H 6.2848 -4.0950 -0.4795
H 0.9259 6.6190 3.2227
H 5.6283 -0.5336 -3.8604
H -1.4720 -4.1335 3.7653
H -0.9122 1.8444 -3.3015
H 0.5401 3.4322 9.2429
H 5.9578 -2.1682 -5.5300
H 4.5550 -1.5489 -2.8666
H 2.1313 -3.4295 -2.9478
H -0.8690 -1.3247 0.5218
H -0.4295 -6.7934 2.8880
H 6.4748 -2.4132 -0.6097
H 0.6505 1.9124 8.3166
H 3.2641 2.9539 -3.4454
H -2.2182 2.3200 -2.1386
H 0.1315 3.6189 -0.0133
H 0.5608 3.7045 5.3214
H -0.7601 4.8760 0.4795
H 1.4838 -0.3340 -2.2012
H 0.1030 -2.5382 -5.9128
H -6.1515 -1.1706 -2.3022
H -2.0740 5.8307 4.7476
H 3.8740 -2.5471 -8.5405
H 2.9862 -2.5372 2.6598
H -4.0966 3.3397 1.2462
H 3.3827 4.7098 -3.4241
H -0.4291 4.9697 -1.8871
H 3.2804 -3.3753 -6.4048
H -0.5083 -2.7304 5.5383
H 4.9641 -3.3755 -4.5172
H 4.2052 -5.0214 0.1531
H -4.9640 -0.9403 -7.6941
H 0.6612 -3.1727 3.1466
H 0.1446 -7.1485 4.6044
H 1.8622 1.0950 -1.3078
H 2.4448 5.3902 -1.0500
H -3.7726 -2.6792 -5.8515
H -1.0744 1.0353 -1.6925
H -2.1348 -1.7783 -3.4156
H -3.2793 -2.8775 -8.6583
H -0.5805 0.1858 3.7061
H 1.7093 5.9594 -2.6346
H 4.1203 -3.7436 3.4316
H 0.6516 2.0961 5.9556
H -4.2658 -1.1568 -3.9812
H -4.3938 1.0089 -2.6122
H 0.2670 -0.8237 -6.4984
H 0.6916 -4.4753 -2.7750
H 1.2096 6.3927 6.1794
H 2.8412 -3.9522 -0.0908
H -3.5858 -0.3703 -8.7290
H -5.4824 -2.7748 -2.3990
H -0.2126 -1.8628 7.0641
H 0.5477 -2.7484 -3.0071
H -1.5379 -5.1465 5.0870
H -6.4427 2.4511 2.6470
H -2.7990 3.1851 2.2279
H 0.9288 -5.0672 5.0504
H 1.2463 -6.7984 3.3504
H 2.7472 5.4039 4.7637
H -3.5359 -0.2806 -6.9853
H -1.1822 -3.2069 -7.4178
H -5.5660 3.9753 2.6983
H -4.8066 -0.5720 5.9412

Atomic forces in eV per Å
0.450 1.168 -0.353
0.444 0.075 -0.292
0.311 -0.609 -0.177
-0.655 -0.739 -0.323
-0.187 -2.359 -0.001
0.737 -0.541 -0.524
-1.098 -0.491 -0.155
0.285 -1.269 0.501
-0.263 0.085 -0.343
0.544 2.095 1.041
1.698 0.591 0.583
-1.624 -0.872 1.192
-1.077 0.773 -0.141
0.241 -0.212 2.239
0.415 1.439 1.000
-0.188 0.388 -1.012
0.062 -0.190 -0.404
0.799 -1.055 3.020
-0.041 -0.851 -1.318
-0.910 0.669 -0.841
1.703 1.146 0.135
-0.178 0.031 -0.446
0.874 -0.770 0.709
-0.861 0.406 -1.288
0.143 -1.329 -1.511
-0.059 -0.792 0.325
-0.623 0.460 -2.276
1.774 -1.466 -3.185
0.176 1.149 0.275
2.237 1.110 0.731
0.223 0.270 -0.974
0.715 1.085 -0.190
0.586 0.183 -0.343
1.479 1.435 1.000
-0.254 1.593 0.126
-0.498 -0.289 0.321
0.762 -0.741 0.265
-0.111 -2.255 -1.807
0.578 0.729 -0.286
0.157 0.148 -0.468
-0.167 0.053 0.079
0.567 -0.055 0.266
0.772 0.241 -0.420
-1.246 0.918 -1.090
0.750 1.392 -0.971
-0.646 0.377 -1.651
0.306 -0.650 1.214
0.699 -0.020 -0.173
1.130 -0.383 0.691
0.597 -1.101 -0.311
1.467 0.096 0.082
0.947 1.863 -2.286
-0.924 -0.676 0.437
1.319 -1.374 -0.154
0.043 -1.250 0.587
-0.124 2.366 1.412
0.976 0.629 -0.360
-1.212 -0.103 -1.419
0.464 -1.725 -0.012
-0.352 -0.981 0.355
-1.142 -2.433 -3.175
-0.232 -1.073 -1.939
1.900 -0.338 2.828
0.545 -1.167 -1.266
1.554 -0.485 -1.263
-1.559 -0.114 0.046
-0.715 1.238 0.331
-0.758 -2.082 2.010
0.071 0.608 0.787
0.764 0.191 2.062
0.733 -0.009 0.949
-0.348 0.252 -0.030
-0.598 0.106 -0.053
0.001 -0.204 -0.366
-0.451 -0.678 0.112
0.042 -0.119 -0.306
0.483 0.141 0.297
-0.387 1.014 1.038
1.484 1.041 0.269
-0.300 -0.211 -0.414
0.081 0.405 -0.132
-0.565 0.385 0.347
-0.236 0.317 -0.077
0.302 -0.834 -0.049
-0.307 0.678 0.804
-2.090 -0.732 0.458
0.410 0.289 0.690
0.159 0.337 0.573
0.277 -0.568 -0.352
-0.054 0.302 0.700
-0.364 -0.141 0.254
-0.139 0.200 0.327
-0.339 -0.314 0.311
0.546 -0.597 1.000
-0.363 0.432 -0.234
0.026 0.336 -0.357
1.164 0.020 1.111
-0.169 0.165 0.295
-0.571 -0.179 -0.098
-0.055 -0.927 -0.138
-1.080 0.173 0.735
0.667 -0.653 0.105
-0.021 0.072 0.295
-0.311 0.751 -0.506
-0.462 0.169 -0.231
-0.356 0.663 0.249
-0.355 -0.663 0.783
0.272 -1.049 -0.108
0.131 0.331 0.735
0.000 -0.225 -0.075
-0.869 0.152 -0.134
0.238 0.388 0.102
0.131 -0.711 -0.706
-0.938 -0.558 0.190
-0.123 0.020 0.202
-0.052 -0.267 -0.111
-0.518 -0.407 -0.354
-0.656 -0.135 -0.137
-0.317 -0.176 0.218
-0.122 0.024 0.024
-0.110 0.565 0.509
-0.078 0.802 0.130
0.054 -0.143 0.015
0.741 -0.893 0.759
-0.028 -0.189 0.314
-0.568 -0.113 0.629
0.277 0.386 -0.084
-0.286 0.495 -0.460
-0.980 0.253 1.081
0.955 0.237 1.325
0.215 -0.990 0.827
0.491 -0.850 0.939
-0.177 0.445 -0.133
-0.972 -0.556 -1.039
-0.525 -0.068 0.232
0.201 0.764 0.607
0.044 0.968 -0.879
-0.465 1.195 -0.333
-1.121 -0.034 -0.334
0.147 0.687 0.282
-0.638 0.073 -0.530
-0.059 1.195 0.032
-0.124 0.087 -0.137
-0.295 -0.904 -0.445
0.098 0.497 -0.193
-0.169 0.498 0.654
-0.510 0.445 -0.503
-0.196 2.063 -1.542
0.255 -0.968 0.711
-0.161 -0.455 -0.634
-0.112 0.178 0.315
-0.181 0.323 -0.286
0.048 -0.308 -0.226
-0.015 -0.017 -0.233
0.118 0.023 0.463
-0.553 -0.462 0.742
-0.794 -0.099 0.041
-0.481 -0.304 0.224
0.446 0.854 -0.141
0.053 -0.458 0.087
-0.264 0.185 0.435
0.033 0.209 -0.286
-0.097 -0.256 -0.343
0.668 0.638 -0.411
-0.596 0.311 -2.059
-0.118 0.218 -0.113
0.020 -0.064 -0.499
-0.052 -0.260 -0.066
-1.511 2.020 -0.409
0.111 -0.277 0.276
-0.932 -0.913 0.985

Its spin multiplicity is 1. As for the LUMO energy: 0.551 eV.

Molecular formula: C17H13NO5S
Method: DFT, wB97M-V/def2-TZVPD

Geometry (Å):
S 0.1420 2.4432 0.2799
O -0.4106 2.6844 1.5787
O -4.6819 -1.8722 1.4702
O -6.3607 -1.0334 -0.3760
O -5.6846 0.5125 -1.8263
O 0.5546 3.5568 -0.5212
N -0.9653 1.6184 -0.6945
C 1.9080 0.8487 1.6680
C 2.9411 -0.0415 1.7646
C -5.4790 -0.2929 -0.7793
C 3.7904 -0.5745 -1.8283
C -3.8208 -1.0094 0.9203
C -4.1436 -0.2037 -0.1891
C 5.2597 -1.9001 -0.4632
C 4.8258 -1.4606 -1.7243
C 2.0750 0.8320 -0.7427
C 3.1433 -0.0869 -0.6733
C 3.5817 -0.5310 0.6048
C -1.6081 -0.0405 0.9385
C -1.9280 0.7678 -0.1570
C -3.1932 0.6809 -0.7081
C 1.4845 1.2730 0.4035
C 4.6524 -1.4471 0.6746
C -2.5385 -0.9042 1.4673
H -1.2813 2.1949 -1.4595
H 4.9845 -1.7831 1.6461
H 5.3192 -1.8290 -2.6112
H 6.0797 -2.5999 -0.4008
H -3.4644 1.2949 -1.5528
H -0.6247 0.0261 1.3729
H -6.5911 0.3959 -2.1519
H 1.7264 1.1941 -1.6972
H 3.2848 -0.3807 2.7307
H -2.2995 -1.5235 2.3167
H 3.4521 -0.2308 -2.7946
H -5.5326 -1.8241 0.9799
H 1.4028 1.2454 2.5348

Atomic forces in eV per Å
-0.438 0.053 -0.572
0.183 -0.398 0.014
-0.190 -0.166 0.114
0.044 0.015 0.018
0.099 0.292 -0.281
0.095 -0.163 -0.206
0.896 0.798 0.132
0.128 -0.096 0.320
-0.169 0.154 -0.006
-0.375 -0.261 0.083
0.162 -0.126 -0.112
0.014 0.312 -0.387
0.194 -0.090 0.200
-0.018 -0.005 0.328
-0.193 0.174 -0.225
0.004 0.039 0.005
0.014 -0.010 0.344
-0.114 0.115 -0.252
-0.339 -0.091 -0.106
-0.626 -0.580 0.372
0.344 0.014 0.154
-0.388 0.313 -0.183
0.161 -0.140 -0.105
-0.140 -0.048 -0.010
0.152 0.212 -0.030
0.043 -0.041 0.090
0.011 -0.006 -0.090
0.060 -0.054 0.042
-0.015 0.086 -0.080
0.053 -0.123 0.116
0.108 -0.150 0.226
-0.012 -0.015 -0.185
0.010 -0.012 0.104
0.041 -0.071 0.099
-0.019 0.022 -0.116
0.218 0.073 0.018
0.005 -0.025 0.165

Its spin multiplicity is 1. Its SMILES is O=C(O)c1cc(NS(=O)(=O)c2ccc3ccccc3c2)ccc1O. As for the LUMO energy: -0.133 eV.

Molecular formula: C5H5F3O2
Method: DFT, wB97M-V/def2-TZVPD

Geometry (Å):
F -0.2272 1.5796 1.7376
F 0.9090 1.2532 -0.8190
F -1.0807 -0.3916 1.6467
O 1.1187 -0.1885 1.4333
O 0.1131 -0.8791 -1.0702
C -0.0794 0.3669 1.1017
C 1.0851 -1.5895 -0.5220
C -1.4905 1.1752 -0.9019
C 1.5154 -1.3186 0.7196
C -0.2070 0.6035 -0.4206
H -2.2404 0.3618 -0.6380
H 1.4572 -2.4648 -1.1825
H -1.7054 2.0155 -0.3663
H -1.4408 1.3659 -2.0058
H 2.2729 -1.8895 1.2875

Atomic forces in eV per Å
0.697 -0.754 -0.588
-0.447 0.661 0.257
0.071 0.102 -0.986
-0.498 0.561 0.122
-2.668 3.353 -0.336
-0.106 0.153 0.981
1.143 -1.189 0.900
0.025 -3.940 -2.021
1.125 -0.938 -0.258
2.087 -3.438 -0.695
0.586 1.167 -0.617
-0.702 1.600 1.465
-0.558 2.399 1.377
-0.156 -0.237 1.087
-0.597 0.501 -0.687

Its spin multiplicity is 1. Its SMILES is C[C@]1(F)OC=COC1(F)F. As for the LUMO energy: 0.929 eV.

Molecular formula: C4H15NO2
Method: DFT, wB97M-V/def2-TZVPD

Geometry (Å):
O -1.7724 1.6335 0.1654
O -2.7465 -0.1196 3.1337
N 0.4410 0.0934 -1.2317
C -0.5815 -1.7955 -0.3514
C 0.2100 -1.4010 -1.5614
C 1.8633 1.6818 0.0842
C 1.6128 0.2226 -0.3130
H -1.9885 0.4361 3.0144
H -0.1853 -1.5031 0.5315
H -1.8397 1.0197 -0.6070
H -1.5636 -1.4786 -0.3305
H -0.3618 -1.6923 -2.3971
H 1.1565 -1.9572 -1.7005
H -3.2977 0.0419 2.4099
H -1.1202 1.1741 0.6881
H 2.5703 -0.2075 -0.7592
H 0.6053 0.7842 -2.0839
H 1.6108 2.3818 -0.5955
H -0.3520 -2.7924 -0.1570
H 2.8687 1.7654 0.3721
H 1.4278 -0.3320 0.6217
H 1.4427 2.0447 1.0672

Atomic forces in eV per Å
-0.732 -0.655 -0.947
0.787 -0.935 1.871
1.027 0.615 -2.605
1.497 -1.503 -1.473
1.042 2.216 1.830
-0.280 -1.903 3.522
0.089 0.083 -0.455
0.496 0.488 -0.106
1.555 2.090 2.667
0.220 0.873 0.794
-2.193 0.094 -0.403
-0.772 0.744 -1.443
-0.144 0.316 0.481
-1.283 0.489 -1.790
0.519 -0.098 0.201
-1.096 0.411 0.335
-0.276 -2.259 2.080
-0.706 2.165 -2.572
-1.013 -2.616 -0.206
1.820 0.238 -0.258
-0.013 -0.054 -0.533
-0.545 -0.797 -0.988

Its spin multiplicity is 1. Its SMILES is CCNCC.O.O. As for the LUMO energy: 0.749 eV.